Formula: C20H30O2
Source: OMol25
Level of theory: the ωB97M-V functional and the def2-TZVPD basis

The geometry in XYZ format:
```
52
Properties=species:S:1:pos:R:3:forces:R:3
O 3.282180 4.184565 -2.752272 0.0 0.0 0.1
O 4.519547 3.671988 -0.970272 0.2 -0.1 0.4
C 1.609105 -2.710729 0.334452 -0.2 0.1 -0.5
C 0.785794 -3.919460 0.654423 -0.1 0.0 0.1
C -0.991966 -2.557737 1.759968 0.0 -0.2 0.2
C 0.255380 -0.801357 3.042374 0.0 -0.2 -0.1
C 3.525226 3.409854 -1.852825 0.2 0.7 -0.5
C 1.864371 1.557719 -2.203186 0.7 0.9 0.1
C 1.304055 0.290780 -1.795984 0.0 -0.8 0.5
C -0.024456 -3.684576 1.948995 0.0 0.1 -0.1
C -2.811869 -0.489203 0.699926 0.1 0.2 0.2
C -1.893770 -0.235372 1.901150 -0.1 -0.3 -0.3
C 2.881506 2.148531 -1.532936 -0.4 -0.6 0.0
C -3.659162 0.719031 0.428884 0.0 -0.2 0.0
C 1.218808 2.169945 -3.405113 0.2 0.2 -0.1
C 2.914031 -2.582023 1.059285 0.0 0.1 0.0
C -4.288929 2.902316 -0.536547 0.0 -0.1 0.1
C -2.079702 1.860039 -1.144488 -0.1 -0.2 0.1
C -0.877695 -1.310198 2.198581 -0.1 0.2 0.2
C 1.150233 -1.791066 -0.532618 -0.1 -0.7 0.3
C 1.797922 -0.562675 -0.875896 0.0 0.6 -0.4
C -3.351052 1.744464 -0.355630 -0.1 0.2 -0.1
H -1.843612 -2.822883 1.149470 -0.2 0.1 -0.1
H -5.218583 2.747094 0.004556 -0.1 0.0 0.0
H 3.743919 -2.728298 0.367046 0.1 0.0 0.0
H 2.723032 -0.333037 -0.369012 0.2 0.1 0.1
H -2.511063 -0.080091 2.792518 0.1 0.1 0.0
H -4.598032 0.745499 0.967430 -0.2 0.1 0.0
H 1.430117 -4.790577 0.792221 0.0 0.0 -0.1
H 1.727906 3.078563 -3.705218 -0.1 0.0 -0.1
H 0.178909 2.403105 -3.178364 -0.1 0.0 0.0
H -0.134372 -0.197958 3.861309 0.0 0.1 0.1
H 0.858092 -1.600904 3.459965 0.1 0.0 0.1
H 2.994154 -3.330177 1.843795 0.0 0.0 0.1
H -1.353867 0.699446 1.725754 0.0 0.1 0.0
H -0.576603 -4.599236 2.178968 0.1 0.0 0.1
H 3.025737 -1.597697 1.508681 0.1 0.1 0.1
H -1.340419 1.125793 -0.841875 0.1 -0.1 0.0
H -2.201094 -0.738506 -0.168615 0.0 -0.1 0.0
H 0.202845 -1.975689 -1.023314 -0.1 -0.1 0.0
H -3.467370 -1.336012 0.909474 0.1 -0.1 -0.1
H 1.226954 1.459072 -4.230677 -0.1 -0.1 -0.1
H 0.900637 -0.162907 2.438658 0.1 0.1 0.0
H -2.291635 1.730124 -2.206936 0.1 0.0 -0.1
H -4.517968 3.040121 -1.592995 0.0 0.1 -0.1
H 3.300830 1.678308 -0.656441 -0.1 -0.1 0.1
H 4.937650 4.515372 -1.200076 -0.2 -0.1 -0.2
H -1.651140 2.852896 -1.012377 0.1 0.1 0.0
H -3.826981 3.821933 -0.177261 0.0 0.1 0.0
H 0.662960 -3.490974 2.771555 0.0 -0.1 0.1
H 0.400435 0.001567 -2.319412 -0.1 -0.1 0.0
H 0.089006 -4.128786 -0.159095 0.0 0.0 0.0
```
Forces are in eV/Å.

Results
Kohn-Sham gap: 7.79 eV
Relative energy (zero: lowest compared OMol25 entry of this formula, charge and spin): 24.60 kcal/mol
LUMO energy: -0.00919 Ha
E: -930.51618 Ha
Maximum force: 1.1 eV/A

Mulliken atomic charge list, values in e, 2 entries: atom 1 (O): -0.632, atom 2 (O): -0.456

***

Formula: C2H13NO4
Source: OMol25
Level of theory: the ωB97M-V functional and the def2-TZVPD basis

The geometry in XYZ format:
```
20
Properties=species:S:1:pos:R:3:forces:R:3
O 0.355725 -2.850650 0.399578 -0.5 0.8 1.4
O -0.666136 0.520559 3.403873 -2.2 -0.6 2.2
O -3.261733 -0.826705 -0.526670 0.2 0.1 -1.1
O -0.210250 -0.192747 0.897034 -0.2 0.0 1.1
N 2.531849 1.051049 -1.538237 0.7 -0.4 -1.0
C 0.361734 1.833925 -0.930490 -1.9 -0.4 -1.2
C 1.136890 1.011173 -1.638826 0.2 1.8 2.0
H -0.780325 1.757275 -0.864456 2.0 0.1 -0.3
H 1.097731 -3.418799 0.286842 0.6 -0.6 -0.8
H 0.698390 0.201144 -2.127990 -0.3 -1.3 -1.1
H -0.109151 1.107155 3.892786 0.9 0.3 -0.9
H -0.861953 -0.012575 0.234643 -0.2 0.0 -0.7
H -0.110060 -2.639309 -0.398545 0.0 -0.4 -0.8
H 2.989888 0.787924 -2.436487 -0.1 0.7 1.5
H 2.983340 1.765318 -0.920663 -0.8 -1.0 -1.3
H 0.508327 -0.687656 0.509109 0.1 -0.3 -0.1
H -3.752125 -1.645002 -0.643167 0.0 0.1 0.3
H -3.159734 -0.647937 0.397618 -0.2 -0.2 0.9
H -0.588984 0.209525 2.511411 1.5 0.4 -0.9
H 0.836579 2.676334 -0.507365 0.2 0.8 0.8
```
Forces are in eV/Å.

Results
Kohn-Sham gap: 8.72 eV
Relative energy (zero: lowest compared OMol25 entry of this formula, charge and spin): 48.45 kcal/mol
LUMO energy: 0.01631 Ha
E: -439.64558 Ha
Maximum force: 3.2 eV/A

Mulliken atomic charge list, values in e, 2 entries: atom 1 (O): -0.626, atom 2 (O): -0.643

***

Formula: C35H28ClN3O4
Source: OMol25
Level of theory: the ωB97M-V functional and the def2-TZVPD basis

The geometry in XYZ format:
```
71
Properties=species:S:1:pos:R:3:forces:R:3
Cl 4.780766 3.568624 3.172596 0.2 0.2 -0.1
O 3.262384 -0.558881 0.846202 0.1 0.1 -0.1
O -1.027020 0.017373 -3.095081 0.0 0.0 -0.2
O -1.374393 1.290094 1.241048 0.0 0.2 0.2
O -0.466927 -0.522188 3.495926 -0.1 -0.1 0.1
N -1.344198 0.915678 -1.014973 -0.1 0.4 0.0
N 1.153791 -1.422755 0.522319 -0.3 -0.1 0.0
N 1.565769 -0.318379 2.419255 0.2 0.3 -0.1
C 3.749975 2.317744 3.765558 -0.2 -0.2 0.1
C 2.266019 -0.371013 -2.794203 -0.1 0.0 0.2
C 2.866590 1.951477 -2.819698 0.0 -0.1 0.0
C 0.340348 -5.351535 -1.053898 0.1 0.0 -0.1
C -5.292059 2.972401 -0.743319 -0.1 0.0 0.1
C -0.067357 -1.504212 1.289819 -0.3 -0.2 0.4
C -1.297793 0.537364 0.309415 0.0 -0.3 -0.3
C -3.924344 2.849502 -0.571690 0.0 0.0 0.0
C -1.637782 2.276841 -1.435490 0.0 0.0 0.0
C 3.087691 1.509152 2.858609 0.0 0.0 0.1
C 1.638911 -0.201929 -1.569785 0.3 -0.1 -0.1
C -5.068841 2.284137 -3.029166 0.0 0.0 -0.1
C 0.248279 -0.691594 2.548281 -0.3 -0.2 -0.2
C -0.355137 -2.945879 1.778177 -0.1 0.2 -0.1
C 2.262124 3.482381 -0.923426 0.1 0.0 0.0
C -0.568036 -3.911967 0.649977 0.0 -0.1 0.2
C 1.632831 1.057417 -0.982032 0.1 0.0 -0.2
C -1.137669 -0.979193 0.331731 0.1 -0.1 0.3
C -5.865281 2.692642 -1.972394 -0.1 0.0 0.0
C -0.938800 -5.659189 -1.486642 0.0 0.0 -0.1
C 0.942322 -1.375061 -0.918481 0.4 0.0 -0.5
C 2.258579 0.502745 3.338580 0.2 0.2 0.3
C -0.611466 -1.293994 -1.069680 -0.1 -0.2 -0.1
C 2.125362 -0.735372 1.187547 0.4 -0.3 0.3
C 2.755000 1.145899 5.590279 0.0 0.0 -0.1
C 0.524171 -4.486036 0.009645 0.0 0.0 0.0
C 3.591500 2.148579 5.131697 0.0 0.0 -0.1
C 2.089400 0.317289 4.704843 0.0 -0.1 -0.1
C -1.013885 -0.087220 -1.900030 -0.1 -0.4 0.2
C 2.872447 0.705867 -3.417055 0.1 0.0 -0.1
C -1.848047 -4.238607 0.219297 0.0 0.0 0.0
C -2.032843 -5.106441 -0.843287 -0.1 0.0 -0.1
C 2.248674 2.140398 -1.588786 -0.1 -0.1 0.0
C -3.701007 2.160335 -2.860071 0.0 0.0 0.0
C -3.121306 2.450236 -1.631962 0.1 0.1 0.0
H 1.522537 -4.253561 0.351150 0.1 0.0 0.0
H -5.513843 2.061200 -3.987537 0.0 0.0 -0.1
H 1.196932 -5.790720 -1.543348 0.1 0.0 0.0
H 1.990117 4.265497 -1.628910 0.0 0.1 0.0
H -5.910846 3.287002 0.083878 -0.1 0.0 0.1
H -3.475719 3.059777 0.388147 0.1 0.0 0.1
H -3.033031 -5.352987 -1.167232 -0.1 0.0 0.0
H 4.113161 2.793062 5.821167 0.1 0.1 0.0
H 0.498479 -3.267675 2.379931 0.0 0.0 0.0
H -2.116168 -1.416412 0.537948 0.0 0.0 0.0
H 2.275498 -1.343889 -3.261963 0.0 -0.1 -0.1
H 1.152173 1.211914 -0.024253 0.0 0.1 0.1
H 3.263397 3.702606 -0.552981 0.0 0.1 0.1
H 1.305887 -2.302976 -1.373228 -0.1 0.2 0.0
H 1.433099 -0.456775 5.066415 0.0 -0.1 0.0
H -1.232187 -2.898782 2.426173 0.0 0.0 0.0
H 3.228193 1.649874 1.799547 0.0 0.0 -0.1
H -6.932436 2.791115 -2.106066 -0.1 0.0 0.0
H 1.574399 3.511083 -0.081212 0.0 0.1 0.1
H -1.002975 -2.213606 -1.502842 0.0 0.1 0.0
H -2.707697 -3.822388 0.725606 -0.1 0.0 0.1
H 3.356090 0.568265 -4.372328 0.0 0.0 -0.1
H 2.622925 1.006716 6.652091 0.0 0.0 0.1
H 3.347992 2.787577 -3.305561 0.1 0.1 -0.1
H -3.076813 1.833200 -3.678475 0.1 0.0 -0.1
H -1.082713 -6.334761 -2.316213 0.0 -0.1 -0.1
H -1.270445 2.943785 -0.652010 0.0 -0.1 -0.1
H -1.094744 2.449127 -2.367550 0.0 0.0 0.1
```
Forces are in eV/Å.

Results
Kohn-Sham gap: 9.63 eV
Relative energy (zero: lowest compared OMol25 entry of this formula, charge and spin): 0.00 kcal/mol
LUMO energy: 0.02134 Ha
E: -2276.09978 Ha
Maximum force: 0.6 eV/A

Mulliken atomic charge list, values in e, 2 entries: atom 1 (Cl): -0.241, atom 2 (O): -0.594

***

Formula: C19H60F6O11P
Source: OMol25
Level of theory: the ωB97M-V functional and the def2-TZVPD basis

The geometry in XYZ format:
```
97
Properties=species:S:1:pos:R:3:forces:R:3
P 13.345913 1.665616 5.356002 0.0 -0.8 -0.4
F 13.864894 0.356277 4.547008 -0.2 0.3 -0.3
F 12.703325 2.929901 6.135932 0.6 0.6 0.2
F 14.346993 1.250271 6.556154 -0.9 0.5 0.3
F 12.134056 0.802627 6.025161 0.4 -0.3 -0.2
F 14.534455 2.531877 4.713200 -0.7 0.2 0.1
F 12.368501 2.017868 4.088194 0.1 0.1 0.0
O 17.047385 1.050081 6.581959 -0.1 -0.4 -0.1
O 9.295869 0.589473 7.145084 -0.3 0.1 0.0
O 17.499690 2.198473 3.873317 0.2 0.0 -0.3
O 14.092458 -2.265642 4.737104 0.0 0.6 0.1
O 9.564701 2.002495 4.608350 0.7 -0.3 0.1
O 14.079543 3.776551 8.401839 -0.3 -0.3 -0.8
O 15.398178 1.488095 9.706406 0.7 -0.2 0.2
O 15.674392 7.095788 6.352062 -0.3 0.3 0.3
O 8.425069 4.412163 5.249836 -0.1 -0.3 -0.2
O 13.250555 1.897030 -0.765832 -0.6 0.3 -0.4
O 16.643436 4.579349 7.279328 -0.1 0.2 0.1
C 14.535034 0.622571 10.415389 -1.3 -0.2 -1.6
C 14.340232 -2.606218 6.091739 -0.2 -0.3 -0.2
C 9.547621 2.669113 2.311317 0.3 -0.2 0.7
C 13.648404 5.055192 8.849423 -0.1 -1.1 1.4
C 8.466529 6.512697 6.285124 0.3 0.6 -0.4
C 14.541215 5.371096 10.035638 0.5 0.3 0.1
C 13.572033 1.448795 11.235841 0.3 0.0 1.5
C 13.791818 -0.263884 9.392608 0.1 -0.5 0.9
C 9.270877 5.254405 6.000771 0.2 0.2 0.0
C 14.151633 6.033243 4.876404 -0.7 -0.5 0.1
C 10.580351 5.548150 5.244885 -0.4 -0.2 0.4
C 7.697848 1.271612 3.310947 0.5 -0.1 -0.6
C 13.398223 -0.175318 0.319238 0.6 0.3 0.4
C 14.427853 7.291435 5.668621 1.0 -0.2 -0.9
C 12.177442 4.931309 9.255429 -0.4 0.8 -0.6
C 14.631218 1.846737 1.174774 0.0 1.2 0.7
C 9.211880 1.541036 3.308651 -1.0 1.3 -0.9
C 15.301417 -3.782518 6.076697 -0.5 -0.2 0.8
C 13.343288 1.334487 0.539747 1.0 -0.5 -0.4
H 13.065433 0.850619 12.000266 -0.2 -0.2 -0.3
H 16.002470 3.916958 7.573131 0.2 0.1 -0.1
H 17.184417 1.379680 3.476022 0.0 0.0 0.1
H 15.340170 -4.234209 7.073841 0.2 0.1 0.0
H 13.184122 6.106500 4.372378 0.0 0.1 0.0
H 14.616512 1.793676 2.265387 0.2 -0.7 0.0
H 14.603857 8.107648 4.958945 -0.5 0.2 0.1
H 9.170706 1.066366 6.308882 0.2 -0.1 0.1
H 12.470587 1.592646 1.148414 0.1 0.1 0.0
H 11.142958 4.629671 5.069397 -0.1 0.0 0.0
H 14.161100 2.158720 11.825517 0.0 0.2 -0.1
H 8.113921 6.948082 5.345504 -0.1 -0.3 -0.1
H 14.669008 -1.753614 6.693058 0.4 0.0 -0.2
H 7.594497 6.346775 6.914983 0.1 -0.2 0.1
H 13.313035 0.329496 8.616886 0.1 -0.1 -0.1
H 13.046468 -0.887823 9.897438 -0.2 0.2 0.0
H 13.674864 -0.650902 1.262598 -0.5 -0.2 0.0
H 14.889695 5.776098 4.118310 0.3 0.4 0.1
H 9.008136 3.566269 2.617217 -0.2 0.0 -0.2
H 13.506822 3.532059 7.651038 0.4 -0.1 0.2
H 15.100402 -0.099476 11.007699 0.4 0.6 0.3
H 13.800226 5.806402 8.065857 -0.1 0.0 0.0
H 11.596417 4.512628 8.428289 0.1 -0.1 0.0
H 16.137791 0.977082 6.245043 0.6 0.2 0.2
H 16.114264 5.376245 7.110508 0.3 -0.3 0.0
H 11.231329 6.199605 5.832232 -0.1 0.1 0.0
H 10.347180 6.008473 4.283442 0.1 0.1 0.0
H 9.084672 7.307128 6.712021 0.1 -0.2 0.3
H 11.978000 4.317956 10.132878 0.4 -0.1 0.0
H 9.339140 2.391234 1.278951 0.0 0.1 0.0
H 15.595355 5.385768 9.746962 -0.1 0.5 -0.4
H 10.532982 2.139197 4.607340 -0.3 -0.2 0.1
H 14.505728 -0.993544 9.007821 0.0 0.3 -0.5
H 10.241833 0.427766 7.185546 0.1 0.0 -0.1
H 17.212484 2.889033 3.267865 -0.1 0.0 0.1
H 14.749280 2.931745 1.046005 -0.5 0.1 -0.3
H 13.629902 7.543771 6.371099 -0.1 -0.1 -0.1
H 14.584249 4.613602 10.822027 -0.8 -0.2 -0.1
H 9.770563 0.657559 2.992800 0.0 -0.2 0.5
H 14.218607 6.321406 10.467476 0.3 0.0 0.1
H 13.990641 -1.298045 4.683244 0.0 -0.7 0.0
H 15.558853 1.488001 0.727416 -0.2 -0.7 0.1
H 15.918846 7.945561 6.731238 0.2 -0.1 0.1
H 13.399361 -2.918574 6.564605 0.0 -0.1 0.0
H 8.855492 3.542581 5.111258 -0.1 0.3 0.0
H 13.117741 2.845782 -0.670245 0.0 0.0 0.0
H 12.821028 2.017459 10.688963 0.1 -0.2 -0.4
H 11.739312 5.917355 9.442608 0.1 0.0 0.1
H 16.313807 -3.541677 5.761282 -0.1 0.1 -0.2
H 7.339486 0.979867 4.295781 0.0 -0.4 -0.1
H 14.233388 -0.407303 -0.345583 -0.1 0.1 -0.2
H 10.608654 2.900426 2.438771 0.1 0.0 -0.3
H 14.860826 2.139518 9.225415 0.1 0.0 0.1
H 12.481639 -0.570722 -0.112206 -0.1 0.0 0.2
H 14.094335 5.154783 5.520355 0.0 0.0 0.2
H 14.848734 -4.543221 5.439522 0.3 0.0 -0.2
H 7.103343 2.125558 2.981661 0.3 0.3 0.2
H 9.515429 4.765605 6.952238 0.1 0.0 0.1
H 7.533619 0.515943 2.539777 -0.3 -0.3 0.3
H 17.035597 0.550810 7.405960 -0.1 0.2 0.0
```
Forces are in eV/Å.

Results
Kohn-Sham gap: 9.72 eV
Net charge: -1
Relative energy (zero: lowest compared OMol25 entry of this formula, charge and spin): 0.00 kcal/mol
LUMO energy: 0.08619 Ha
E: -2528.41748 Ha
Maximum force: 2.1 eV/A

Mulliken atomic charge list, values in e, 2 entries: atom 1 (P): 1.453, atom 2 (F): -0.367

***

Repeat the second record exactly.
Formula: C2H13NO4
Source: OMol25
Level of theory: the ωB97M-V functional and the def2-TZVPD basis

The geometry in XYZ format:
```
20
Properties=species:S:1:pos:R:3:forces:R:3
O 0.355725 -2.850650 0.399578 -0.5 0.8 1.4
O -0.666136 0.520559 3.403873 -2.2 -0.6 2.2
O -3.261733 -0.826705 -0.526670 0.2 0.1 -1.1
O -0.210250 -0.192747 0.897034 -0.2 0.0 1.1
N 2.531849 1.051049 -1.538237 0.7 -0.4 -1.0
C 0.361734 1.833925 -0.930490 -1.9 -0.4 -1.2
C 1.136890 1.011173 -1.638826 0.2 1.8 2.0
H -0.780325 1.757275 -0.864456 2.0 0.1 -0.3
H 1.097731 -3.418799 0.286842 0.6 -0.6 -0.8
H 0.698390 0.201144 -2.127990 -0.3 -1.3 -1.1
H -0.109151 1.107155 3.892786 0.9 0.3 -0.9
H -0.861953 -0.012575 0.234643 -0.2 0.0 -0.7
H -0.110060 -2.639309 -0.398545 0.0 -0.4 -0.8
H 2.989888 0.787924 -2.436487 -0.1 0.7 1.5
H 2.983340 1.765318 -0.920663 -0.8 -1.0 -1.3
H 0.508327 -0.687656 0.509109 0.1 -0.3 -0.1
H -3.752125 -1.645002 -0.643167 0.0 0.1 0.3
H -3.159734 -0.647937 0.397618 -0.2 -0.2 0.9
H -0.588984 0.209525 2.511411 1.5 0.4 -0.9
H 0.836579 2.676334 -0.507365 0.2 0.8 0.8
```
Forces are in eV/Å.

Results
Kohn-Sham gap: 8.72 eV
Relative energy (zero: lowest compared OMol25 entry of this formula, charge and spin): 48.45 kcal/mol
LUMO energy: 0.01631 Ha
E: -439.64558 Ha
Maximum force: 3.2 eV/A

Mulliken atomic charge list, values in e, 2 entries: atom 1 (O): -0.626, atom 2 (O): -0.643

***

- relative energy (zero: lowest compared OMol25 entry of this formula, charge and spin) of number 3 (C35H28ClN3O4)?
  0.00 kcal/mol

***

- The lowest LUMO energy belongs to which entry?
  C20H30O2